DFT (the ωB97M-V functional and the def2-TZVPD basis) results for 5 unconnected molecules or ions with the total composition C23H48N2O20S4.

XYZ file:
```
97
Properties=species:S:1:pos:R:3:forces:R:3
H 6.0843 7.5571 -3.2556 0.0 -0.1 -0.1
S 3.7339 5.4240 -4.4499 0.0 0.0 0.1
O -3.1836 2.6772 8.7156 0.0 0.0 0.0
O 1.2630 -2.2710 2.8141 0.1 0.1 0.0
H -0.5159 -0.0182 -2.2587 0.0 -0.1 -0.1
H 3.5504 -8.7351 4.4646 0.0 0.1 0.0
H -0.6216 -3.2576 6.4130 0.0 0.0 0.0
H -0.1176 2.4426 5.8811 0.0 0.0 0.0
S -1.8580 2.5811 8.2213 0.0 0.0 0.0
H 3.3285 -0.3733 -2.6798 -0.1 0.0 0.0
H -1.2447 3.7145 -1.6620 0.1 0.0 0.0
C -1.5961 0.9301 6.3648 -0.2 0.0 -0.1
O 0.4716 -9.5114 5.2660 0.1 -0.1 0.1
H -0.7116 1.0389 1.3057 0.0 0.0 0.0
C -1.1977 2.2937 5.8413 0.2 -0.1 0.0
O -0.1264 -7.1213 5.4441 0.0 -0.1 0.1
H -1.8593 4.1843 -3.2219 -0.1 0.0 0.1
H 0.0458 2.0052 -2.5235 -0.1 -0.4 -0.2
C -4.8930 -1.1424 -3.8403 -0.1 -0.5 -0.2
H -0.9177 0.1454 6.0515 0.0 0.0 0.1
H 0.1864 -5.1533 4.1363 0.0 0.0 0.0
H 1.8131 3.1451 -5.7710 0.1 0.0 0.1
H -0.1321 4.1377 -4.6480 0.1 0.1 0.1
C -0.5005 -4.4537 4.6045 0.1 0.0 -0.1
H -3.7291 3.0119 -4.1904 -0.1 -0.2 0.0
H 0.4854 2.0017 -5.7173 0.1 0.0 -0.1
O -1.5337 1.0800 7.7953 0.1 0.0 0.0
O -1.8281 3.2072 6.7551 -0.1 0.0 -0.1
C 0.4353 3.3823 -4.0994 0.0 -0.4 -0.2
C 0.1252 -3.7544 5.7916 -0.2 0.0 0.1
O 0.4486 -8.4208 7.4533 0.0 0.0 0.0
H 4.0482 7.0780 -1.4984 -0.1 0.0 0.0
O 2.1614 -7.8995 5.7424 0.0 0.0 -0.1
H 1.7155 -10.7417 4.1730 -0.1 0.0 0.1
O 0.9688 -2.7522 5.1918 0.1 -0.1 -0.1
C 2.4941 -0.8750 -4.6268 0.1 -0.1 0.2
H -1.4325 -4.9537 4.8424 -0.1 0.1 -0.1
H -5.8653 -1.6238 -3.7574 -0.1 0.1 -0.1
H -1.5601 2.4885 4.8366 -0.1 0.1 0.1
H 3.1218 1.5224 -4.7504 0.0 0.0 0.0
H -2.4313 0.6249 -3.0916 0.0 0.2 -0.1
O -0.7655 3.0694 8.9841 0.0 0.0 0.0
H 0.7333 -4.4138 6.4025 0.1 0.1 -0.1
H -1.2185 -1.2845 -1.2692 -0.1 0.0 -0.1
H -3.3204 2.9432 -1.3253 -0.1 -0.1 0.0
O -5.1147 -0.0327 -4.7018 0.4 0.6 0.6
O 3.3560 5.7773 -2.9394 -0.1 0.1 0.0
H -0.9538 1.7675 -3.9861 0.0 -0.1 0.1
H -4.2627 4.0099 -3.0443 -0.1 0.0 0.0
C 2.0765 1.4543 -4.4298 0.0 -0.1 0.0
H 5.1482 5.7374 -1.9135 0.0 0.0 0.0
H 3.5272 -2.0524 -3.1595 0.0 0.0 0.0
O 4.2134 4.0904 -4.5240 0.0 0.0 -0.1
H 0.8437 0.3494 1.7394 0.0 0.0 0.1
H 2.0533 1.5737 -3.3393 0.1 0.1 0.0
O -0.7642 -3.3759 3.6754 -0.1 0.1 0.1
H 2.0492 -1.7477 -5.1071 -0.1 0.0 0.0
H -2.6182 0.6726 6.0834 0.0 0.0 0.0
C 1.5824 -9.6821 4.3682 0.0 0.1 -0.2
C 2.8364 -1.2066 -3.1827 0.1 -0.1 0.0
H -3.4332 -1.3180 -2.2483 0.0 0.1 0.0
O -3.1222 -0.1909 -5.5525 0.3 0.0 0.4
N -3.9264 0.5763 -5.1987 -0.7 -0.2 -0.7
C -0.8904 -0.2408 -1.2590 0.0 0.1 0.2
H -1.7941 1.5616 -0.4320 0.0 -0.1 0.1
O -4.2435 0.5862 -2.1468 0.0 0.0 -0.1
H 0.8221 -1.0725 -0.2836 0.2 0.1 -0.1
O 2.6795 5.8677 -5.2857 0.0 0.0 0.0
N -4.0664 3.0324 -3.2323 0.3 0.2 -0.1
C -2.9059 1.0823 -2.2184 -0.1 -0.2 0.3
H 4.4605 8.1818 -3.6457 0.0 0.0 0.0
H 3.1317 -9.7166 5.8929 0.0 0.0 0.0
H 1.9442 -1.4854 -2.6209 0.0 0.1 0.0
S 0.6248 -8.1533 6.0749 0.0 0.0 0.0
H 1.3672 -9.1560 3.4372 0.0 0.0 0.0
O 4.9828 6.4099 -4.5671 0.1 -0.1 0.1
C -2.1050 0.6583 -0.9589 0.2 -0.1 -0.6
C -0.5366 2.5047 -3.2982 0.2 0.6 0.1
H 0.9990 0.6309 -0.6378 -0.1 0.1 0.0
H -4.2282 -1.8674 -4.3147 0.0 0.1 0.0
C 1.2181 2.5272 -5.0988 -0.2 -0.1 0.1
S 0.2996 -2.2135 3.8519 0.0 -0.2 0.2
C -1.6357 3.3126 -2.6013 0.0 0.0 0.1
H -0.5613 -0.6843 1.6591 -0.1 0.1 -0.2
H 3.4162 -0.6314 -5.1726 0.0 0.1 0.0
H -2.8022 0.0976 -0.3362 0.0 0.3 0.3
C 4.4421 6.4702 -2.3076 0.2 -0.1 0.1
H 1.1401 3.8777 -3.4243 -0.1 0.2 0.0
C 0.2888 -0.1181 -0.2745 -0.2 -0.2 0.0
C -4.3748 -0.7826 -2.4147 0.0 -0.1 0.1
H -5.0907 -1.1811 -1.6925 0.0 0.0 0.0
C -0.0744 0.1630 1.1804 0.2 0.1 0.0
O 1.5592 0.1710 -4.7634 0.0 0.0 -0.1
C 2.7437 -9.0566 5.1164 0.1 -0.2 0.1
C 5.0472 7.2871 -3.4327 -0.1 0.2 0.0
C -2.9991 2.6131 -2.3179 0.0 0.1 -0.1
O -0.4035 -1.0079 4.1303 0.0 0.1 -0.1
```
Positions in Å, forces in eV/Å.

Summary:
Largest force on an atom in eV/Å: 1.0
Total energy in eV: -111892.8638
Total charge: 0
Spin multiplicity: 1
SMILES: CCCC[C@@H](OCCON=O)[C@H](N)CCCCCOCC.O=S1(=O)OCCO1.O=S1(=O)OCCO1.O=S1(=O)OCCO1.O=S1(=O)OCCO1
Gap between HOMO and LUMO in eV: 8.835